No. 1
Computed, not measured: a molecular structure, C39H39IrN7O2 in a non-equilibrium geometry, with ωB97M-V/def2-TZVPD.

E_LUMO (spin up / spin down), eV: -11.020 / -12.908
Orbital gap (spin up / spin down), eV: 7.1 / 5.2
2S+1: 2
Expectation value of S²: 0.77
Net charge: +4

Element x y z (Å)
Ir (0.829691, 1.254608, -0.155613)
C (3.304502, -5.059220, 1.017081)
C (2.320882, -4.007689, 0.658225)
C (0.981049, -4.157385, 0.998165)
C (-0.097137, -3.300795, 0.747646)
C (-1.341592, -3.665683, 1.402842)
N (-2.333954, -2.854645, 1.527547)
C (-3.625608, -3.028305, 2.213805)
C (-4.637679, -2.056360, 1.613458)
C (-4.364601, -0.563887, 1.894200)
N (-3.505459, 0.112113, 0.891925)
C (-3.949196, 0.453569, -0.278264)
C (-3.251792, 1.087528, -1.339498)
C (-4.023403, 1.277038, -2.509928)
C (-3.545243, 1.881499, -3.654098)
C (-4.398021, 2.097923, -4.872177)
C (-2.226659, 2.312228, -3.593081)
C (-1.406883, 2.137252, -2.468982)
C (-0.087507, 2.695265, -2.551857)
N (0.869281, 2.543860, -1.709505)
C (2.136742, 3.277671, -2.009215)
C (3.127836, 3.263006, -0.854261)
C (3.839753, 1.934377, -0.740913)
N (2.881237, 0.867805, -0.338301)
C (3.306747, -0.325141, -0.223089)
C (2.359521, -1.436026, 0.201776)
C (2.811764, -2.880663, -0.195858)
C (-0.057708, -2.019159, 0.002106)
O (-0.997592, -1.249413, 0.058750)
C (-1.898753, 1.526999, -1.287692)
O (-1.211291, 1.450198, -0.171392)
H (2.911790, -5.789475, 1.720184)
H (4.227083, -4.623831, 1.411288)
H (3.605269, -5.595294, 0.106067)
H (0.751244, -5.048214, 1.574748)
H (-1.427227, -4.652944, 1.850293)
H (-2.156791, -1.942031, 1.101648)
H (-3.473185, -2.809123, 3.273239)
H (-3.947007, -4.065207, 2.129833)
H (-5.613979, -2.299076, 2.032994)
H (-4.718931, -2.224898, 0.536218)
H (-3.894383, -0.414545, 2.865944)
H (-5.312395, -0.029271, 1.918939)
H (-2.544413, 0.372055, 1.097816)
H (-4.992074, 0.208138, -0.465254)
H (-5.052000, 0.931546, -2.498249)
H (-5.244934, 1.415068, -4.888771)
H (-3.823567, 1.953410, -5.785689)
H (-4.791659, 3.115424, -4.887471)
H (-1.808722, 2.824753, -4.454432)
H (0.112256, 3.328149, -3.417682)
H (1.886489, 4.305358, -2.272065)
H (2.582521, 2.817644, -2.896308)
H (2.612257, 3.473236, 0.082786)
H (3.854928, 4.063576, -0.985429)
H (4.656214, 1.971151, -0.018914)
H (4.264736, 1.646248, -1.705755)
H (4.360534, -0.554353, -0.383932)
H (3.882113, -2.989247, -0.371720)
C (2.295264, -1.240874, -3.355326)
C (2.592507, -2.382865, -2.736709)
C (1.905841, -2.768195, -1.472624)
C (1.173116, -1.589816, -0.799728)
N (0.912824, -0.374148, -1.536741)
C (1.418436, -0.271452, -2.717894)
C (1.983378, -1.025954, 1.598479)
C (2.446229, -1.608167, 2.759900)
C (2.195819, -0.965842, 3.968460)
C (1.557666, 0.261753, 3.966937)
C (1.135391, 0.802439, 2.759554)
N (1.297076, 0.127350, 1.603427)
C (0.633132, 2.184809, 2.602001)
C (0.268495, 3.002927, 3.655176)
C (-0.139680, 4.304752, 3.399153)
C (-0.190025, 4.746637, 2.087452)
C (0.162739, 3.873133, 1.075601)
N (0.584713, 2.626246, 1.324422)
H (2.726985, -0.979866, -4.311927)
H (3.283240, -3.096131, -3.173884)
H (1.300457, -3.652698, -1.679795)
H (1.225438, 0.655140, -3.243240)
H (3.022641, -2.522798, 2.731912)
H (2.555623, -1.389657, 4.897121)
H (1.443167, 0.812921, 4.889025)
H (0.296919, 2.635184, 4.670876)
H (-0.418615, 4.958919, 4.214626)
H (-0.497543, 5.753542, 1.842014)
H (0.113672, 4.165896, 0.037607)

Forces on atoms 1 to 6 (eV/Å):
Ir 1.044 -0.914 -0.241
C -0.014 0.029 0.011
C 0.010 -0.124 -0.015
C 0.044 0.005 -0.007
C 0.010 0.076 0.043
C 0.046 0.072 0.059

***

No. 2
Computed, not measured: a molecular structure, C11H14BCaN7Se in a non-equilibrium geometry, with ωB97M-V/def2-TZVPD.

E_LUMO, eV: -1.972
Relative energy (zero: lowest compared OMol25 entry of this formula, charge and spin), kcal/mol: 42.9
Orbital gap, eV: 4.6
Net charge: 0

Element x y z (Å)
H (-1.760357, 1.754160, 2.548060)
N (-2.033851, 1.100035, 0.556115)
B (-2.992052, 0.031868, -1.564818)
N (-3.140041, 0.644632, -0.147386)
C (-4.256612, 0.884743, 0.564042)
Ca (-0.273682, 2.542919, 0.102587)
H (-5.239844, 0.689095, 0.125321)
C (-3.866185, 1.416776, 1.780523)
H (-4.503620, 1.696878, 2.593540)
C (-2.473734, 1.481170, 1.775703)
H (-4.048804, -0.009953, -2.131654)
C (2.520816, -1.589180, -0.253958)
H (3.604758, -1.554613, -0.434150)
H (1.995528, -0.810774, -0.827879)
H (2.085437, -2.620157, -0.373905)
N (-2.445967, -1.431883, -1.433341)
N (-1.977415, 0.865518, -2.402021)
N (-1.255144, -1.587616, -0.766684)
N (-0.784617, 1.381548, -1.903746)
C (-2.915341, -2.644479, -1.796906)
C (-2.117383, 1.234372, -3.685525)
H (-3.844282, -2.743406, -2.325554)
H (-3.032481, 0.989568, -4.216910)
C (-1.994962, -3.611204, -1.378124)
C (-0.973230, 1.945193, -4.084210)
C (-0.961845, -2.884462, -0.737045)
C (-0.115185, 1.955385, -2.961222)
H (-2.043749, -4.678260, -1.513557)
H (-0.769313, 2.362161, -5.061289)
H (-0.046324, -3.274095, -0.278545)
H (0.944382, 2.283340, -2.892722)
H (2.503441, -1.519030, 0.995206)
Se (2.553285, 1.774637, 2.409418)
C (2.704460, 0.059994, 2.307037)
N (2.642726, -1.113111, 2.105927)

Forces on atoms 1 to 6 (eV/Å):
H -0.193 0.065 -0.017
N -0.920 -0.733 0.400
B 0.462 -1.453 0.076
N 1.170 1.551 0.435
C 0.587 -0.119 -0.220
Ca 0.467 -1.833 0.055

***

No. 3
Computed, not measured: C2HF5O in the gas phase in a non-equilibrium geometry, with ωB97M-V/def2-TZVPD.

SMILES string: FC(F)OC(F)(F)F
E_LUMO, eV: 0.822
Relative energy (zero: lowest compared OMol25 entry of this formula, charge and spin), kcal/mol: 20.5
Orbital gap, eV: 12.8
Net charge: 0

Element x y z (Å)
C (1.425876, 0.370762, -0.063015)
C (-1.292942, -0.392179, 0.014669)
O (0.043789, -0.262401, -0.483858)
F (1.712365, -0.382149, 0.960970)
F (-2.043370, 0.167171, -0.970545)
F (-1.722748, -1.628388, 0.155367)
F (-1.483896, 0.269823, 1.125958)
F (1.277586, 1.585129, 0.227931)
H (2.083342, 0.272236, -0.967474)

Forces on atoms 1 to 6 (eV/Å):
C -3.419 -3.742 -2.047
C 2.357 1.849 -2.277
O 0.173 -0.253 -0.322
F 1.473 0.008 1.043
F -0.139 -0.246 0.647
F 0.684 -0.266 0.089

***

No. 4
Computed, not measured: a molecular structure, C21H20ClN2O7PPd, with ωB97M-V/def2-TZVPD.

E_LUMO, eV: 4.734
Relative energy (zero: lowest compared OMol25 entry of this formula, charge and spin), kcal/mol: 15.6
Orbital gap, eV: 6.3
Net charge: -2

Element x y z (Å)
Pd (-1.169383, -1.015973, -0.148270)
O (3.918030, -2.136964, -4.042339)
C (3.191307, -1.610140, -3.174551)
O (2.037952, -1.928396, -2.813136)
C (3.736990, -0.344044, -2.496016)
C (4.833557, 0.283593, -3.082643)
C (5.338063, 1.473991, -2.585530)
C (4.737527, 2.048476, -1.473969)
C (3.662535, 1.414771, -0.867920)
C (3.144850, 0.205407, -1.350850)
P (1.703232, -0.666053, -0.518051)
C (0.290252, 0.172418, -1.344614)
C (0.106761, 1.579837, -1.299761)
C (-0.878237, 2.196242, -2.030875)
C (-1.743126, 1.435459, -2.835096)
C (-1.584151, 0.075619, -2.911812)
C (-0.563599, -0.585640, -2.186799)
C (1.745851, 0.204837, 1.124266)
C (0.656622, 0.807053, 1.755814)
C (0.732655, 1.235360, 3.079005)
C (1.900598, 1.075470, 3.804852)
C (2.994346, 0.464315, 3.198527)
C (2.910355, 0.028170, 1.888480)
H (5.260743, -0.204790, -3.949135)
H (6.185481, 1.955178, -3.063091)
H (5.101281, 2.989628, -1.074536)
H (3.217921, 1.879779, 0.001798)
H (0.772121, 2.177481, -0.687159)
H (-0.994020, 3.273038, -1.978633)
H (-2.537506, 1.922702, -3.388155)
H (-2.235176, -0.514688, -3.546574)
H (-0.292114, -1.600311, -2.450493)
H (-0.270225, 0.932979, 1.204148)
H (-0.136712, 1.690520, 3.539217)
H (1.959191, 1.407838, 4.835050)
H (3.912345, 0.315494, 3.756564)
H (3.763592, -0.465889, 1.436868)
O (-3.070546, -4.087698, 2.477944)
Cl (-2.250496, -3.219937, 1.661602)
O (-2.669510, -3.307249, 0.274004)
O (-0.862611, -3.557116, 1.794933)
O (-2.467663, -1.827138, 2.075523)
C (-5.333264, -0.757877, 2.892738)
N (-5.015913, 0.287668, 1.934120)
C (-4.648444, 0.025613, 0.626125)
N (-4.946936, -1.243363, 0.159916)
O (-4.176023, 0.891492, -0.086032)
H (-5.612235, -0.285327, 3.834744)
H (-4.503039, -1.443054, 3.070756)
H (-6.197780, -1.324159, 2.543419)
H (-4.489851, 1.070438, 2.287569)
H (-4.742285, -1.983584, 0.817977)
H (-4.423316, -1.411480, -0.689922)

Forces on atoms 1 to 6 (eV/Å):
Pd -0.173 0.123 -0.150
O 0.009 -0.053 0.121
C -0.049 0.128 -0.263
O -0.040 -0.062 0.073
C 0.069 -0.061 0.071
C -0.008 0.041 0.028

***

No. 5
Computed, not measured: 2 unconnected molecules or ions with the total composition C4H6O2 in a non-equilibrium geometry, with ωB97M-V/def2-TZVPD.

SMILES string: C=C=O.CC=O
E_LUMO, eV: 0.929
Relative energy (zero: lowest compared OMol25 entry of this formula, charge and spin), kcal/mol: 40.7
Orbital gap, eV: 9.8
Net charge: 0

Element x y z (Å)
O (1.959621, 0.407411, 1.044116)
C (1.892219, -0.055285, -0.027548)
C (1.909380, -0.661901, -1.194100)
C (-1.417099, -0.000513, 1.079255)
C (-1.296197, 0.655380, -0.266348)
O (-0.273547, 1.062941, -0.767547)
H (1.167790, -0.453634, -1.951573)
H (2.738994, -1.329921, -1.378943)
H (-2.111755, -0.845482, 1.028340)
H (-0.453807, -0.315070, 1.487118)
H (-1.862017, 0.741595, 1.753864)
H (-2.253584, 0.794479, -0.806630)

Forces on atoms 1 to 6 (eV/Å):
O -0.029 -0.383 -0.946
C 0.197 0.171 0.699
C 0.069 0.045 0.078
C 0.077 -0.019 0.029
C 0.163 0.184 -0.105
O -0.561 -0.146 0.217

***

DFT total energy for every record listed, in sequence, given in Eh: -2146.347617; -3914.712362; -651.359852; -2377.710868; -306.441371.